This record from OMol25 describes a 5-piece molecular cluster, C48H92FNO6 overall in a non-equilibrium geometry. The level of theory is ωB97M-V/def2-TZVPD.

Properties
electronic energy	-67750.6891	eV
Kohn-Sham gap	8.32	eV
structure (SMILES)	CCCCCCCCCCCCCCCCCCc1cc(CC(C)C)c2c(c1)C(=O)N([C@@H](C)F)C2=O.CCOCC.CCOCC.CCOCC.CCOCC

Geometry as ORCA input:
```
! wB97M-V def2-TZVPD RIJCOSX def2/J DEFGRID3
* xyz 0 1
H -5.4467 0.0570 0.7876
C -4.2919 -0.0021 0.8589
H -3.3154 0.6972 -6.3688
H -1.2541 -2.2877 -7.7837
H 1.5097 -1.5120 10.4543
C -3.9482 -0.9705 2.0979
H 5.1184 -0.1056 10.4340
H 0.8201 -0.9045 -13.3208
H 0.5701 -1.9753 -7.9932
C 3.1971 1.4968 -9.4925
H -2.4382 0.2685 4.8715
H -2.9698 -1.0889 -6.6293
H -0.0450 -3.8523 7.8144
H 1.8664 0.2284 -12.4614
H 2.0284 -1.2798 -10.5349
H -6.2643 4.0034 -1.7708
C -0.2436 1.9396 3.8285
H 1.2314 -1.1140 12.1524
H -1.1603 1.1108 -5.3012
O 4.0249 -0.6672 4.8459
H 4.3284 1.5925 15.0689
H 1.7510 -4.8131 -12.5036
H 3.3786 1.3725 -10.5630
C 5.5608 2.7931 13.8015
C 0.7694 -0.8860 3.7749
H 2.5642 -2.1354 -11.9672
H 4.5248 -0.9235 11.8976
H -4.3556 1.9066 2.1564
C -0.5111 -0.3030 -6.9282
H 2.4972 3.1360 -5.9707
H -3.9184 -3.0318 1.2179
C -6.0717 1.8942 -3.4642
H 2.7511 0.5787 -9.0999
C -0.5078 -1.8505 1.5192
C -0.5743 -1.5820 11.0665
H -2.6894 1.5727 1.4593
H 4.4816 2.1150 11.4216
H -4.9580 -1.3108 2.5520
H -1.7625 -3.0883 0.1609
O 3.7002 1.3132 13.1670
H -2.7525 0.6031 -3.0691
O 4.0997 -2.8947 0.5786
H 6.0808 2.7471 12.8416
C 2.9653 3.0519 -6.9556
H 6.4575 -0.7121 2.5721
C 3.7585 4.3185 -7.2263
C 0.8282 -1.0054 11.1426
H 0.5822 -3.7514 -6.2735
H 0.7713 1.8140 3.2877
H 3.6220 2.1772 -6.9126
C 5.6354 -0.1898 0.5299
C -3.8396 0.3645 -3.3856
C -0.5710 -1.9458 8.6791
H 4.1653 1.6240 -9.0018
H -7.6147 3.2146 -0.7782
C 1.1198 -0.5585 -12.3286
H 4.4917 4.4859 -6.4337
C 2.1459 -1.2264 3.1616
C -1.8192 0.8067 5.6854
C 1.1553 -4.1360 -13.1217
C 5.4546 -0.3813 2.1019
H 0.7401 -2.1820 -5.2798
H -1.2006 -1.0880 11.8131
C 0.9081 -2.2005 0.9153
H -0.5758 -2.6478 11.3194
H 4.6698 -0.0420 -0.0570
H 1.3560 2.5357 -9.8034
O 0.7323 -2.6940 -11.1740
H -1.0265 1.5333 3.0785
C -6.4497 1.6870 -1.9137
C -0.3145 -1.8644 -7.2569
C -4.5085 1.7628 -3.7999
H -3.1590 -1.6219 -4.1361
C -4.1298 2.5666 0.0445
H -1.8754 0.2708 6.7016
H 0.6440 -4.7180 -13.8924
H 6.3111 2.9511 14.5800
H -6.1821 2.5657 1.0788
C -3.1579 -2.3130 1.7119
C -0.4552 -3.4586 8.7476
H 5.9370 0.1256 11.9816
H -1.5058 -0.9932 3.4233
H -4.3216 -0.1565 -2.4913
H -0.9512 -3.0437 -5.4518
C 2.2835 2.6819 -9.2442
H -4.7771 -1.1363 -4.8529
H 4.8948 3.6591 13.7718
C 3.6204 -1.0304 3.7226
H -1.4340 -3.9124 8.9227
H 0.1621 1.8139 6.0123
H -1.0309 0.1694 -7.8493
H -3.9195 2.1140 -0.9825
C 1.6859 -1.6900 -11.4891
C 0.6318 -0.2104 5.2147
H 1.6643 0.1284 5.5628
H -0.4834 3.0547 3.9495
H -3.9319 2.6663 -3.3646
O -1.2080 -1.3720 9.8119
H 3.1086 1.0410 11.2530
H -1.1850 -1.6817 7.8131
H 0.1938 -1.0099 5.9177
C 4.0467 1.1817 11.7951
H -3.4496 -0.3298 2.9015
H 0.2024 -3.7750 9.5608
C -0.5040 -1.2267 2.9390
H 1.0096 -2.6949 -0.1124
H -3.9335 -0.3737 -0.1586
H -3.4315 3.4690 0.1685
C 3.7149 -2.1264 1.4877
C 0.0452 -2.7724 -5.9717
C 4.9591 0.0019 11.5097
H 1.8494 -3.4560 -13.6219
F 5.2172 0.9507 2.6575
H 3.0944 5.1847 -7.2819
C -6.5198 3.0841 -1.1161
H -6.7395 1.2358 -4.1369
C -3.7360 -0.7154 -4.5693
H 0.4076 -1.4819 8.5181
H -6.3701 2.9817 -3.7296
H 4.2994 4.2595 -8.1740
H 6.1755 -1.1391 0.1458
H 5.4333 0.6478 14.0901
H 0.8238 0.0548 10.8753
H -7.5121 1.2255 -1.9049
C 2.1629 -1.8798 1.7480
H -0.9552 -0.5964 -4.6709
C 4.7749 1.5221 14.0731
C 0.1482 -3.3820 -12.2713
C -3.8059 1.4870 1.2271
H -2.3623 1.8167 5.8486
H 6.3659 0.6739 0.2919
H -5.7858 0.9154 -1.3732
O 1.9103 2.8323 -7.8822
H 2.7278 3.6091 -9.6220
H 0.2353 -0.1294 -11.8508
H -2.8389 -2.8553 2.6838
H -0.5588 -4.0972 -11.8439
H -5.5913 4.2249 0.5617
H -4.4044 1.8665 -4.9457
N 4.4265 -1.3674 2.5109
C -1.8872 -2.1044 0.7572
C -2.9017 -0.2321 -5.8516
C -0.3125 1.1257 5.2124
H -2.0038 -1.2785 -0.0215
C -5.6342 3.1162 0.2363
H 0.5404 0.1790 -6.8850
H -0.4433 -2.6912 -12.8818
C -1.3339 -0.0002 -5.5813
*
```

=====

This record from OMol25 describes a 7-piece molecular cluster, C48H96Br3N6O6 overall in a non-equilibrium geometry. The level of theory is ωB97M-V/def2-TZVPD.

Properties
electronic energy	-282674.6068	eV
Kohn-Sham gap (alpha / beta)	8.08 / 9.17	eV
energy above the lowest of the compared OMol25 structures with the same formula, charge and spin	0.0000	eV

Geometry as ORCA input:
```
! wB97M-V def2-TZVPD RIJCOSX def2/J DEFGRID3
* xyz 0 6
H 3.3722 4.3667 -0.9205
H -1.7902 -1.4498 -4.3984
H 3.9039 6.6483 4.4983
H 0.4964 -7.6051 0.6849
H -2.6907 4.1858 -1.4818
C 1.9856 2.4666 4.3512
H -0.8821 2.6047 -3.4253
C -2.7414 5.3771 0.2713
C -2.2595 2.9629 0.3136
H 2.1063 -3.5374 -2.8028
H 1.3525 -9.1307 1.0565
C -2.2283 -7.6741 0.0661
C 2.9197 3.3839 3.5698
H -2.4121 -8.1976 -0.8734
H -0.7397 2.3692 2.5170
H -2.4764 6.8805 3.2540
H 0.2345 -5.1439 -3.3904
H 2.3565 -1.7609 -2.4638
H -3.5986 -0.2499 -1.7648
C 1.4833 -1.4808 0.5614
H -1.2495 6.5698 2.0563
H -2.3423 -2.6046 -3.1444
H -0.2234 2.7686 -5.3131
C -2.0381 -8.7142 1.1947
H 0.7180 5.9173 -4.6116
H 1.3702 3.1963 -0.6634
C 2.0911 -2.4231 -6.8538
C 3.3769 1.7964 -3.1355
C -4.6651 5.7317 1.7531
O 3.1266 4.7381 -3.7503
H 4.3854 3.0678 5.1987
H -3.1193 -10.5508 1.7863
O -0.4402 -3.9233 -6.2331
C 0.4809 -8.5154 1.2840
H -3.7425 -1.5711 1.5337
H 3.0291 2.1438 1.7444
C -0.9402 -7.3943 4.6364
H -1.1832 3.1451 0.2778
Br 0.6573 -3.1971 1.1207
H 1.2625 1.9066 3.7571
C -0.3724 -3.0844 -4.0509
C -3.1121 -9.8013 0.9955
C 2.3532 -4.5634 -5.5620
O -3.2724 -7.5641 2.9038
H 3.4700 -2.5625 -4.4597
Br 3.4785 -1.6998 0.3154
C 1.9226 7.0020 2.7098
H -1.8448 -6.9448 5.0455
C 1.7135 2.3901 -1.3188
H -1.4144 -5.0506 -3.9506
H 2.5756 6.8420 5.4740
H -0.1764 1.4712 -1.2393
H 1.2613 2.8879 5.0552
C -0.7054 -9.4612 0.8778
H -1.0035 -8.4224 5.0021
H 4.1966 2.7496 -0.6279
C 1.8713 -2.5114 -3.0896
H 4.7093 3.7272 -1.9597
H -2.4434 1.9754 -0.1162
H -2.7407 7.5605 1.7296
C 1.7141 -3.1553 -5.5438
C 2.7638 2.9385 -2.2993
C -0.1537 3.0903 -2.7739
H -3.0331 -6.9464 0.1681
H -0.0305 -6.9984 5.0855
H 1.7507 -5.1990 -6.2102
H 1.9967 1.5819 -0.6461
C -2.3253 6.6655 2.1927
H 0.0657 -2.6795 -2.0066
H -1.3125 -7.1103 -0.1152
N -3.8031 -0.7015 -0.8877
N -2.1189 -8.1210 2.5410
H 3.1347 -2.2934 -7.1453
H 0.0966 -1.2320 -2.9429
H -1.8030 0.8623 2.1172
H -0.1279 5.2904 3.7645
H -1.6559 5.5126 0.2803
O 1.4005 4.2116 1.9287
C 2.9865 6.1148 4.7704
H 1.3186 6.7724 1.8303
H -1.8680 -5.4608 2.5056
H 2.5316 -4.8979 -4.5404
C 0.6579 5.7383 4.3822
Br 0.9860 0.0724 1.5573
H 4.2571 5.1913 6.1969
C -2.8740 -1.9463 0.9926
C 0.1964 5.2915 -3.8894
H -5.2326 5.4786 2.6500
C -2.7658 2.8319 1.7828
O -2.8803 4.2864 3.7649
O -1.6411 -1.1964 -0.9077
C 0.3714 -2.2880 -2.9760
H 2.8228 0.8694 -2.9628
C -4.2011 2.2291 1.8041
C 1.9961 5.8129 3.6465
C 3.8387 3.4806 -1.3507
C -2.9711 4.0323 -0.4394
C -0.8887 -5.9249 2.6289
H -4.8866 6.7217 1.3626
H -5.1141 4.9983 1.0773
H 3.4766 2.0066 -4.1992
H 4.5441 2.8673 2.1779
C -0.9024 -7.3951 3.0945
H -2.8191 -3.0313 0.9199
H -2.4151 -3.1007 -4.7787
N 2.2770 4.5316 2.9199
H 1.0414 3.8554 -5.8510
H -1.0688 -4.5557 -2.3937
H 2.6075 4.5273 6.0636
H -4.1085 -9.3603 0.9220
H -4.3472 2.1788 2.8904
N 2.1756 4.0061 -3.0938
H -0.6196 -10.3704 1.4764
C -0.6485 -4.5010 -3.3988
H -4.2189 1.1915 1.4811
H 0.5918 -8.9972 3.3385
H -0.6470 -9.7888 -0.1586
H 0.6479 4.9071 5.0900
H 1.3741 2.2569 -5.0721
C 3.9807 3.8661 4.5753
C -3.1320 5.4090 1.7664
N 0.2169 -3.1006 -5.4019
C 2.4176 -2.2838 -4.5197
H 3.9519 1.4760 3.0801
C -2.7075 -1.3138 -0.3360
H -3.0960 6.2147 -0.3286
H 1.5719 7.9335 3.1514
C -1.7179 1.8970 2.4510
H 1.6587 -1.4473 -7.0787
H 1.7347 -3.0665 -7.6654
H 2.8869 7.2403 2.2536
H 3.3362 -4.5555 -6.0347
C 3.6494 2.4059 2.6010
H -0.0144 5.7987 -2.9491
N -2.6011 4.2083 2.4057
H 0.7295 1.1474 -2.7208
H -4.7151 -0.7824 -0.4730
H -3.0348 -10.2958 0.0265
C 0.4058 -8.0924 2.7577
H 1.2727 -7.4402 2.8696
H 1.1176 -1.1797 -0.4161
H -4.9954 2.9494 1.6184
C 0.7611 3.1596 -5.0594
C -1.8191 -2.4963 -4.0935
C 0.8521 3.8857 -3.7069
H -2.0432 1.6898 3.4763
C 0.4543 1.9263 -2.0043
H 2.4875 1.7520 5.0040
H 2.3471 -1.2165 -4.7338
H -4.0457 3.8290 -0.4571
H -0.7796 3.7708 -2.1963
H 4.8281 4.1400 3.9406
H -2.0347 -1.5876 1.5905
H 4.3557 1.4172 -2.8322
H -0.2434 -5.2290 3.1635
H 0.2756 6.7029 4.7058
H -0.7654 5.0304 -4.3368
C 3.4568 4.9274 5.5041
H -0.5555 -5.8851 1.5867
*
```

=====

This record from OMol25 describes a 12-piece molecular cluster, C48H96O36 overall in a non-equilibrium geometry. The level of theory is ωB97M-V/def2-TZVPD.

Properties
electronic energy	-125044.2752	eV
Kohn-Sham gap	11.09	eV
structure (SMILES)	CCOC(=O)OC.CCOC(=O)OC.CCOC(=O)OC.CCOC(=O)OC.CCOC(=O)OC.CCOC(=O)OC.CCOC(=O)OC.CCOC(=O)OC.CCOC(=O)OC.CCOC(=O)OC.CCOC(=O)OC.CCOC(=O)OC
energy above the lowest of the compared OMol25 structures with the same formula, charge and spin	0.6825	eV

Geometry as ORCA input:
```
! wB97M-V def2-TZVPD RIJCOSX def2/J DEFGRID3
* xyz 0 1
H 4.5204 2.5452 -4.1643
C 2.9339 2.7871 -0.1340
C -1.3204 -7.2101 -0.2455
O 4.3811 -4.1801 -2.5217
H 4.8160 2.4942 -1.1168
O -0.2300 2.2104 2.1804
C -0.0598 4.7124 -1.5135
H -4.4038 2.3214 2.6634
H -2.7077 6.6744 1.6178
C -0.6297 2.6840 6.5601
H -5.3147 8.1047 2.4012
H -3.2254 8.2392 1.2667
O -0.5002 5.6001 -0.5037
H -3.9514 -1.1356 -0.3358
H -8.3969 1.0864 1.2731
H 0.2120 -1.0519 0.3073
H -8.1991 1.1332 -0.4569
O -5.2913 3.5444 -0.0711
H -1.5232 1.7003 -2.5643
C 3.3499 -4.4714 -1.7425
H -1.5097 -9.9594 -1.9308
C -0.8467 -3.8618 -3.0890
C 1.4394 -1.8301 1.8223
C -3.6233 7.2273 1.4232
H 4.9487 -3.7411 -5.1814
C -3.4483 -9.0144 -1.7013
H -4.5743 4.0879 -2.5151
O -1.9684 -7.4561 0.7385
C -3.9118 3.8021 -0.4551
H -3.6033 -8.3642 -2.5698
H -1.7720 -5.8047 -3.2384
H 0.7308 -1.9604 2.6361
C -2.9241 -0.9560 -0.0367
H 2.2500 2.5082 -0.9418
H 5.0573 0.0975 -5.8251
C 4.3506 -2.9632 -3.2640
C -4.6023 7.2930 2.5742
H 0.8223 8.3792 1.9598
H 4.3443 -7.4452 -1.6261
H -4.1330 6.9788 0.4934
H 1.9803 1.9519 -7.0546
C 5.0076 1.5686 -4.2276
H 5.1288 -6.5550 -0.3375
C -0.2505 7.5209 3.5389
H -3.4535 2.8302 -0.6584
H -3.1063 4.3543 9.4162
H -0.9634 5.2022 8.4585
H -3.8439 2.8053 4.3183
H -3.9731 -9.9378 -1.9384
H -2.0377 4.7209 7.1885
H 0.4456 0.1406 -3.4215
H -0.5553 -5.8168 1.6388
H 2.9377 3.8776 -0.1261
H -2.5397 0.0282 -0.3072
O -1.1580 -3.3953 -1.7805
H -2.7388 2.7464 8.7470
O -1.3088 -7.9369 -1.3468
O -1.4947 2.8184 5.7649
H 5.4215 -2.0777 -4.8561
H 0.3101 5.1606 -2.4350
H -0.3402 1.3261 4.6137
H -0.5069 6.5597 3.9940
H 2.4974 2.4659 0.8166
C -1.4474 4.3309 8.0174
C -3.9763 4.5927 -1.7634
H -1.9079 -9.5791 -0.3307
H -0.0309 0.0108 5.6862
O -0.1961 6.7594 1.2279
C 0.5675 7.3578 2.2525
C -0.4128 -5.2980 0.6929
H -1.6454 3.4095 9.9202
H -1.2612 3.7417 3.1091
C -1.9895 -9.1729 -1.3473
H -3.4205 4.3614 0.3408
H -5.3581 2.0364 4.0995
H 6.3298 -3.3555 -4.0841
H 0.7521 -1.2579 -2.3007
C -4.6848 2.7490 3.6244
H 5.3622 -6.1935 -2.0770
H -1.2303 7.9566 3.3247
O -5.3055 4.0118 3.4850
H 2.4266 3.5942 -7.6555
H -4.1313 7.7379 3.4685
O 1.5471 5.6280 0.4129
O -4.9628 1.3504 0.1009
H -1.6366 -4.7957 -4.7902
C -4.5132 5.0588 3.3278
H 3.3718 -2.7551 -3.7078
H 2.5997 -4.6069 1.3151
O -5.2373 6.0774 2.8991
O -1.9562 -1.9200 -0.4403
H -3.0177 2.1861 -3.5004
H 1.3508 0.8286 4.9495
H -2.9424 -0.9320 1.0565
H -2.9544 4.6553 -2.1504
H 0.0566 -4.4392 -2.8777
H 0.5697 -4.8411 0.6861
C 0.0070 -8.7687 3.5469
H 4.3103 -5.0587 1.5936
H 1.2703 2.6012 -8.5303
H -0.9204 4.1294 -1.8317
H 1.9063 -0.4678 0.1588
C -5.6515 2.3117 0.1988
C -1.8399 -4.8361 -3.7229
O 0.3053 1.7713 6.5379
H 1.0045 4.0969 -5.9181
H 2.4372 -1.6787 2.2493
H 6.4615 -2.1668 -0.9130
C 1.1031 -0.7253 0.8459
H -2.5755 0.4705 -3.3512
C -1.1313 3.2943 2.1297
O 4.8002 -1.2932 0.0010
O 4.2369 0.6753 -3.4339
H -2.8767 -4.5219 -3.5774
O -1.4243 1.4995 -4.6221
H 1.4299 6.7596 2.5462
C 1.5158 -8.9417 3.4362
C 5.1677 -0.0218 -0.0908
H 3.4911 -3.8702 2.6351
O -2.7427 -2.0048 -2.5471
O 2.5128 -3.7106 -1.4501
H 0.3543 8.1093 4.2228
H -0.4961 -9.7373 3.5889
C 0.4108 5.9604 0.3716
H 6.4805 -2.1317 0.8891
H -1.1292 -4.4846 0.5460
C 0.9699 -0.2221 -2.5377
O 6.2974 0.3615 -0.0521
O -3.3460 5.0765 3.5598
H 1.7525 -9.3516 2.4497
C 0.0363 1.3846 1.2103
O 2.3833 -0.2162 -2.8546
O 4.0946 0.7415 -0.1682
H 5.5060 -3.2546 0.0519
H -0.9029 4.0926 1.4185
C 0.3629 0.9791 5.3660
H -0.3930 -8.2353 2.6860
O 1.9535 -7.0849 1.4225
H 4.0504 1.4539 -6.1495
H -0.2341 -8.2276 4.4620
H 5.7752 1.7187 -6.2545
O -0.4475 3.4029 7.6356
O -0.4983 -6.2023 -0.4024
O 0.8570 0.4511 1.6702
O -0.2805 2.4500 -6.1594
O -0.8390 3.6665 -4.3209
O 2.1457 -7.6708 3.6012
C 2.3398 -6.8958 2.5508
H 1.5385 -2.7710 1.2716
H -0.5462 -3.0987 -3.8073
H 0.6627 3.9645 -1.1878
H -0.0795 4.1830 -7.2518
H -3.9595 -8.4823 -0.8954
C 3.3634 -4.7911 2.0678
O -0.4059 1.4310 0.0928
H -4.2730 5.6262 -1.5936
H 0.7854 0.4287 -1.6874
C 1.6304 2.8622 -7.5348
C 4.6382 -6.4405 -1.3014
H -6.9909 0.2592 0.4699
H 4.5313 -2.1057 -2.6125
H 6.0172 1.6273 -3.8359
O 2.9723 -5.7915 3.0053
C -7.6478 1.1273 0.4904
O -6.9022 2.3344 0.5634
C 5.3300 -3.0717 -4.4127
H 1.9035 -9.6612 4.1521
C -2.0394 -2.4092 -1.6655
C 5.8604 -2.2232 -0.0062
C 5.0085 1.1803 -5.7030
C -0.8462 2.6540 -4.9695
H 4.8157 2.5131 0.6769
C -2.3085 3.6848 9.1004
C -2.1895 1.4858 -3.3991
O 3.4756 -5.6592 -1.2066
C 0.5348 3.4799 -6.6850
H -2.1050 2.9044 1.8160
O 2.3490 1.6644 -4.1132
C 2.9030 0.8196 -3.4650
C 4.3137 2.1461 -0.2173
*
```